Formula: C17H34AsF5N9ORhSSi2Te
Source: OMol25
Level of theory: ωB97M-V/def2-TZVPD

XYZ file:
```
72
Properties=species:S:1:pos:R:3:forces:R:3
Rh -0.372 -0.663 -0.474 -0.06 -0.43 -0.16
C -4.923 1.728 1.872 0.00 0.01 -0.01
C -5.028 1.508 0.369 0.01 0.00 0.02
N -4.692 0.151 -0.029 0.00 0.03 -0.05
C -3.435 -0.317 -0.173 -0.01 -0.03 0.04
S -2.132 0.834 -0.237 0.08 0.23 0.16
N -3.282 -1.603 -0.271 -0.01 -0.05 -0.02
N -1.976 -1.969 -0.384 0.17 0.08 0.24
C -1.719 -3.232 -0.332 0.07 0.03 -0.05
C -2.754 -4.289 -0.141 -0.02 0.01 0.01
C -0.309 -3.595 -0.487 -0.07 0.06 -0.02
C 0.144 -4.903 -0.477 0.02 0.03 0.01
C 1.498 -5.149 -0.655 0.00 0.03 0.00
C 2.349 -4.082 -0.859 0.00 -0.02 0.01
C 1.825 -2.799 -0.867 0.03 -0.01 0.05
N 0.532 -2.558 -0.671 0.00 0.02 0.03
H -5.195 2.753 2.127 0.00 0.00 0.01
H -3.904 1.543 2.212 0.00 0.00 0.00
H -5.592 1.055 2.410 -0.01 0.00 0.00
H -4.367 2.190 -0.164 -0.01 0.00 -0.01
H -6.040 1.709 0.013 0.00 -0.01 0.02
H -5.381 -0.569 0.123 0.00 -0.01 0.00
H -3.714 -3.838 0.079 0.00 0.00 0.00
H -2.463 -4.945 0.681 -0.01 0.00 0.01
H -2.845 -4.902 -1.040 0.00 0.00 0.00
H -0.552 -5.713 -0.319 0.00 -0.01 -0.01
H 1.876 -6.162 -0.628 0.00 0.00 0.00
H 3.413 -4.215 -0.985 0.00 0.00 0.01
H 2.454 -1.934 -1.016 -0.01 0.00 -0.01
F 3.798 -0.804 3.496 0.11 0.04 -0.13
Te 2.808 -0.953 1.916 0.00 -0.18 0.04
F 2.034 0.762 2.667 -0.14 -0.10 0.08
F 1.749 -2.170 3.062 -0.03 0.09 0.05
F 4.012 -2.419 1.498 0.01 -0.08 0.02
F 4.206 0.216 1.150 -0.02 0.06 0.07
O 1.543 -0.071 -0.842 -0.41 0.42 0.02
N 0.486 0.093 4.966 0.01 0.02 -0.01
N -0.385 -0.669 4.203 0.01 -0.04 0.01
N -0.960 -1.750 4.662 -0.01 0.00 0.00
C -1.670 -2.120 3.600 0.13 -0.03 0.03
N -1.517 -1.289 2.568 -0.29 -0.05 -0.02
N -0.688 -0.352 2.980 0.02 0.02 -0.04
H 1.026 -0.578 5.504 0.02 0.01 -0.02
H 1.116 0.532 4.289 -0.01 -0.02 0.01
H -2.280 -3.007 3.582 -0.03 0.02 0.02
C 1.701 4.627 -0.521 0.07 0.03 0.04
Si 2.518 3.041 0.028 -0.29 0.09 0.24
C 3.080 3.206 1.771 -0.01 -0.01 0.00
C 3.795 2.371 -1.134 0.05 0.09 0.00
As 0.712 1.449 -0.693 0.69 -0.31 -0.64
Si 0.302 1.711 -3.084 -0.03 -0.02 -0.08
C 1.616 0.617 -3.838 -0.04 -0.03 -0.01
C 0.465 3.478 -3.686 0.04 0.01 0.05
C -1.372 1.070 -3.595 0.01 0.04 0.02
H 2.338 5.447 -0.174 -0.01 0.02 -0.03
H 0.728 4.758 -0.044 0.00 0.00 0.00
H 1.584 4.725 -1.597 -0.02 -0.03 -0.02
H 3.820 4.016 1.747 -0.01 0.02 0.00
H 3.547 2.299 2.141 0.02 0.02 -0.01
H 2.274 3.495 2.443 -0.01 -0.03 0.00
H 4.687 2.991 -0.996 0.01 -0.02 -0.02
H 3.505 2.427 -2.182 -0.03 -0.02 -0.01
H 4.050 1.349 -0.854 -0.01 -0.01 -0.01
H 2.598 0.720 -3.382 0.01 0.03 0.01
H 1.697 0.852 -4.904 0.00 0.00 0.00
H 1.316 -0.427 -3.741 0.01 0.00 0.03
H 1.499 3.827 -3.699 0.01 0.01 0.02
H -0.133 4.179 -3.102 -0.01 0.00 0.00
H 0.094 3.508 -4.714 0.01 0.00 -0.01
H -1.565 0.081 -3.180 0.00 -0.01 0.00
H -1.362 0.996 -4.688 -0.01 0.01 0.00
H -2.187 1.731 -3.301 0.00 -0.01 0.03
```
Forces are in eV/Å.

relative energy (zero: lowest compared OMol25 entry of this formula, charge and spin) = 1.1704 eV
total charge = 0
orbital gap = 6.621 eV

***

Formula: C17H34BF2N3OPSn
Source: OMol25
Level of theory: ωB97M-V/def2-TZVPD

XYZ file:
```
60
Properties=species:S:1:pos:R:3:forces:R:3
Sn -2.225 1.730 1.435 -0.69 0.29 0.11
O 0.741 0.793 1.202 -0.21 0.30 0.68
P 1.169 0.345 -0.117 0.81 -0.88 -1.35
N 2.073 1.559 -0.861 -0.69 -0.55 0.10
C 1.653 2.939 -0.612 -0.01 0.42 0.36
C 1.712 3.629 -1.969 0.11 -0.08 0.09
C 2.851 2.883 -2.656 -0.06 -0.01 0.01
C 2.633 1.441 -2.198 0.28 -0.28 -0.25
N 0.060 -0.215 -1.256 0.92 0.51 0.69
C -0.827 0.785 -1.849 -0.09 0.61 -0.39
C -2.117 0.038 -2.210 -0.11 -0.04 -0.11
C -1.822 -1.421 -1.870 0.04 0.00 0.06
C -0.800 -1.282 -0.756 -0.14 -0.77 0.16
N 2.130 -1.013 0.052 -0.24 0.55 0.09
C 2.988 -0.986 1.233 0.05 0.01 0.51
C 4.082 -2.006 0.939 0.02 0.10 -0.12
C 4.208 -1.919 -0.581 -0.13 -0.09 0.01
C 2.744 -1.796 -1.001 -0.06 -0.20 -0.31
H 2.360 3.400 0.087 -0.10 0.12 0.00
H 0.667 2.965 -0.152 -0.05 0.12 0.09
H 1.901 4.695 -1.872 -0.04 0.10 -0.03
H 0.780 3.487 -2.514 -0.10 -0.02 -0.02
H 3.807 3.250 -2.280 0.08 0.01 -0.03
H 2.839 2.978 -3.741 0.06 -0.01 -0.03
H 3.576 0.885 -2.161 -0.04 -0.04 -0.13
H 1.953 0.920 -2.883 0.01 -0.03 0.02
H -0.346 1.233 -2.722 -0.02 0.02 -0.03
H -1.063 1.588 -1.146 0.01 0.10 -0.04
H -2.391 0.175 -3.255 -0.03 0.05 -0.01
H -2.930 0.410 -1.585 0.02 -0.04 -0.02
H -1.371 -1.939 -2.720 -0.02 -0.05 -0.03
H -2.712 -1.958 -1.552 -0.08 -0.09 0.04
H -0.208 -2.180 -0.570 -0.06 -0.05 -0.03
H -1.300 -0.977 0.171 -0.05 -0.08 -0.09
H 2.404 -1.225 2.123 0.11 0.05 0.04
H 3.410 0.017 1.371 0.06 -0.05 0.08
H 3.753 -3.008 1.222 0.03 -0.03 0.06
H 5.008 -1.772 1.461 0.02 -0.08 0.06
H 4.698 -2.785 -1.025 0.06 0.04 -0.05
H 4.755 -1.013 -0.850 0.03 0.02 -0.08
H 2.285 -2.797 -1.036 0.06 0.11 -0.14
H 2.598 -1.316 -1.968 0.03 -0.13 -0.09
C -3.263 -2.457 2.038 0.04 0.05 0.08
C -2.944 -1.091 2.668 -0.06 -0.15 0.06
C -1.485 -1.066 3.125 -0.01 -0.09 -0.06
C -3.822 -0.920 3.919 0.06 -0.10 -0.10
C -3.268 -0.008 1.665 0.13 0.35 -0.09
H -2.967 -3.293 2.677 0.03 -0.07 0.11
H -2.755 -2.557 1.081 0.10 -0.06 -0.10
H -4.335 -2.538 1.854 -0.11 0.00 -0.07
H -1.197 -1.995 3.621 -0.08 -0.12 0.14
H -1.329 -0.254 3.826 0.12 0.26 0.12
H -0.807 -0.905 2.296 0.16 0.02 -0.18
H -3.618 -1.707 4.647 -0.02 -0.16 0.19
H -4.876 -0.947 3.653 -0.19 -0.04 -0.04
H -3.623 0.048 4.372 0.05 0.11 0.06
H -4.158 -0.282 1.100 -0.10 0.23 -0.16
F -3.047 3.157 -1.483 0.46 -0.22 -0.36
B -3.544 2.797 -0.270 0.16 0.06 0.09
F -4.690 3.484 -0.115 -0.52 0.01 0.45
```
Forces are in eV/Å.

relative energy (zero: lowest compared OMol25 entry of this formula, charge and spin) = 0.5914 eV
total charge = -1
orbital gap = 5.322 eV

***

Formula: C17H34CdO2P2
Source: OMol25
Level of theory: ωB97M-V/def2-TZVPD

XYZ file:
```
56
Properties=species:S:1:pos:R:3:forces:R:3
P 0.915 0.283 2.638 -1.59 0.92 -3.49
P 0.313 -2.306 -0.492 0.60 1.24 0.45
C -0.033 0.251 1.085 -0.65 0.49 0.50
C -0.678 -1.022 0.510 -0.96 -0.79 0.05
H 0.640 0.722 0.341 -0.61 -0.07 0.36
H -0.818 0.992 1.298 0.23 -0.58 -0.22
H -1.102 -1.710 1.296 0.36 0.73 -0.36
H -1.549 -0.655 -0.055 0.21 -0.23 0.16
C 0.461 -1.670 -2.226 -0.05 0.02 -0.86
H 0.984 -2.423 -2.843 -0.08 0.05 0.45
H 1.001 -0.715 -2.397 -0.37 -0.71 0.31
H -0.532 -1.573 -2.656 -0.19 0.05 -0.18
C -0.957 -3.562 -0.866 -0.16 -0.53 -0.15
H -1.345 -3.419 -1.891 -0.06 -0.15 0.51
H -1.786 -3.563 -0.138 0.36 -0.11 -0.28
H -0.404 -4.523 -0.826 -0.60 0.34 0.00
C 1.491 1.985 2.659 0.53 0.29 0.25
H 2.038 2.259 3.567 0.03 -0.16 -0.16
H 0.577 2.580 2.644 0.06 0.02 -0.10
H 2.081 2.221 1.768 0.05 -0.23 0.12
C -0.497 0.404 3.778 -0.20 -0.77 1.19
H -1.283 -0.337 3.541 0.56 0.23 0.11
H -0.916 1.401 3.581 0.20 -0.35 -0.14
H -0.282 0.381 4.859 0.09 -0.20 -0.39
Cd 2.387 -0.198 -0.544 1.98 0.46 -0.47
C -2.455 0.766 -1.799 -0.30 0.39 -1.25
C -1.283 1.121 -2.352 -0.96 -0.96 -1.11
C -0.875 2.497 -2.766 0.64 0.46 0.52
C -1.054 3.537 -1.617 0.10 -0.56 -1.56
C -0.874 2.953 -0.254 -0.97 1.19 0.91
C -1.933 2.603 0.504 0.66 1.25 0.55
C -3.343 2.329 0.075 -0.45 0.02 -0.48
C -3.523 1.752 -1.374 -0.33 0.36 0.59
C 2.074 -1.038 2.435 0.51 -2.10 1.29
H -2.838 -0.265 -1.914 0.75 0.34 0.56
H -0.643 0.342 -2.778 -0.42 0.31 0.41
H -1.390 2.820 -3.686 -0.20 -0.14 0.39
H 0.174 2.464 -3.069 0.06 -0.03 0.20
H -0.336 4.341 -1.791 0.07 -0.01 0.23
H -2.036 3.989 -1.763 -0.02 -0.02 0.46
H 0.130 3.068 0.191 -0.66 -0.08 -0.13
H -1.816 2.724 1.604 0.11 -0.84 -0.59
H -3.960 3.237 0.180 0.20 -0.03 -0.18
H -3.835 1.645 0.781 0.43 -0.09 -0.01
H -4.499 1.250 -1.393 0.21 0.03 0.03
H -3.653 2.601 -2.063 0.41 -0.32 -0.01
H 1.957 -1.898 1.648 -0.33 1.75 0.75
H 1.773 -1.520 3.385 1.07 -0.70 0.11
H 3.147 -0.761 2.435 -0.71 0.03 0.29
C 4.811 -4.181 -0.665 0.17 -0.30 -0.08
C 3.753 -3.223 -0.203 -1.32 1.45 0.44
O 2.747 -3.729 0.354 1.07 0.49 -0.01
O 3.915 -1.941 -0.415 0.11 -1.90 0.24
H 4.505 -5.156 -0.300 0.16 -0.18 -0.14
H 5.792 -3.939 -0.265 0.08 0.18 -0.05
H 4.864 -4.192 -1.754 0.08 0.05 -0.02
```
Forces are in eV/Å.

relative energy (zero: lowest compared OMol25 entry of this formula, charge and spin) = 0.4277 eV
total charge = 0
orbital gap = 5.538 eV

***

Formula: C17H34Cl14O3
Source: OMol25
Level of theory: ωB97M-V/def2-TZVPD

XYZ file:
```
68
Properties=species:S:1:pos:R:3:forces:R:3
Cl -4.446 1.934 -2.676 -0.31 -0.62 0.62
C -4.681 0.735 -1.293 0.52 0.22 -0.75
C -4.875 -0.692 -1.791 0.56 0.75 0.36
Cl -6.479 -0.961 -2.467 -0.44 -0.01 -0.23
H -5.554 1.030 -0.728 -0.02 0.35 0.10
H -3.746 0.845 -0.728 -0.56 -0.28 -0.05
H -4.783 -1.345 -0.920 0.21 -0.08 -0.26
H -4.147 -0.904 -2.572 0.03 -0.28 0.20
Cl -2.787 3.253 0.684 -0.15 0.22 -0.41
C -2.947 2.797 2.362 0.53 -0.79 1.21
C -4.133 1.909 2.641 0.37 0.14 -0.65
Cl -4.099 1.695 4.412 -0.40 -0.22 -0.05
H -3.008 3.655 3.017 0.12 0.48 -0.24
H -2.092 2.185 2.687 0.05 0.50 -0.39
H -3.925 0.951 2.147 -0.61 0.16 0.23
H -5.040 2.413 2.299 -0.10 -0.48 0.31
Cl 3.875 0.175 4.454 -0.16 -0.15 0.38
C 4.194 -0.982 3.134 -1.27 0.16 -0.05
C 3.553 -2.351 3.354 0.50 0.62 0.21
Cl 3.918 -3.303 1.867 -0.11 -0.03 0.53
H 5.252 -1.013 3.026 0.72 -0.33 -0.15
H 3.739 -0.522 2.277 0.03 0.18 -0.56
H 2.464 -2.318 3.460 0.35 0.15 -0.01
H 4.002 -2.760 4.261 -0.13 -0.57 -0.35
Cl 0.002 -2.725 -3.442 0.76 0.70 0.10
C 1.213 -1.415 -3.796 0.39 0.67 0.24
C 2.651 -1.784 -3.497 -0.48 -1.57 -1.18
Cl 2.959 -1.849 -1.803 0.23 0.01 1.42
H 1.034 -0.512 -3.193 -0.68 -0.42 -0.31
H 1.126 -1.202 -4.853 -0.20 0.11 -0.14
H 3.400 -1.145 -3.931 -0.18 0.66 -0.32
H 2.827 -2.772 -3.935 0.16 -0.02 0.24
Cl 3.588 -5.179 -1.191 -0.86 -0.38 -0.25
C 1.791 -5.446 -1.464 0.48 -0.02 0.07
C 1.570 -6.224 -2.756 0.22 0.09 0.73
Cl -0.191 -6.526 -3.015 0.69 0.21 0.06
H 1.342 -4.457 -1.450 -0.03 -0.01 -0.27
H 1.422 -6.011 -0.624 0.02 -0.15 0.32
H 2.091 -7.178 -2.696 -0.25 -0.06 -0.01
H 2.005 -5.667 -3.565 -0.24 0.22 -0.64
Cl -0.980 5.745 -2.432 -0.33 0.49 -0.03
C -0.281 4.956 -1.011 1.61 0.08 -0.37
C 1.226 4.685 -1.290 -0.08 0.16 0.49
Cl 2.191 6.258 -1.412 -0.66 -1.02 0.31
H -0.832 4.035 -0.944 0.13 -0.46 0.29
H -0.389 5.522 -0.074 -0.19 0.02 -0.68
H 1.409 4.190 -2.255 -0.31 0.14 0.42
H 1.643 4.071 -0.457 -0.12 0.63 -0.62
Cl 0.762 4.761 2.229 0.26 0.41 0.00
C 0.630 3.251 3.151 -0.21 0.41 -0.24
C 0.472 2.107 2.215 0.85 -0.91 -0.56
Cl 2.031 1.644 1.389 -0.17 0.44 0.22
H -0.255 3.384 3.761 -0.08 -0.25 0.20
H 1.509 3.142 3.765 0.22 0.00 0.23
H -0.223 2.275 1.409 -0.30 0.25 -0.06
H 0.214 1.203 2.734 -0.33 -0.35 0.41
C -0.274 0.971 -1.111 -1.16 -0.79 1.50
O -0.014 -0.109 -0.188 1.00 -0.63 0.05
C -1.062 -0.582 0.471 1.63 -0.26 0.35
O -2.124 -0.043 0.429 -1.58 -0.11 0.46
O -0.763 -1.638 1.245 0.07 -0.09 -0.52
C 0.572 -2.288 1.142 -1.20 0.44 0.77
H -0.941 1.675 -0.555 0.70 -0.13 -0.99
H -0.807 0.468 -1.904 -0.19 0.59 -0.69
H 0.706 1.317 -1.374 0.23 0.48 -0.24
H 0.818 -2.453 0.108 0.26 0.22 -0.35
H 0.403 -3.291 1.609 0.43 1.11 -0.01
H 1.275 -1.590 1.653 -0.24 -0.98 -0.43
```
Forces are in eV/Å.

total charge = 0
orbital gap = 10.835 eV

***

Q: What is the formula in the first record?
A: C17H34AsF5N9ORhSSi2Te